A cluster of 18 separate species, C81H201N9O24 in total. Source: the OMol25 dataset; level of theory: ωB97M-V with the def2-TZVPD basis set.

```
315
Properties=species:S:1:pos:R:3:forces:R:3
O 5.694781 3.894426 -5.322456 -1.4847 -0.0404 -0.1408
O 5.784421 5.009846 3.420354 -0.0058 -1.6089 0.1882
O -3.196499 1.403336 0.482284 1.3462 -0.4804 -0.5755
O -0.636849 -0.456934 6.610254 0.4472 0.4123 -0.4181
O 2.233581 6.628786 -0.814436 1.6711 -0.1495 0.4064
O -1.336029 -6.100684 -5.123226 1.3721 -1.0047 0.4173
O -3.417989 5.276206 3.654254 0.0029 0.4369 0.6665
O -2.279909 -5.469624 10.892124 -0.4688 -1.7892 -1.4697
O 7.381851 -3.061394 -0.968986 1.0006 -1.7162 -1.5871
O -3.835369 1.322206 -7.352556 0.5256 -0.7104 0.2211
O -4.735079 3.507966 5.712174 -0.4207 1.8399 -1.0967
O 0.815341 4.845436 -4.645456 0.8880 -0.1461 -1.1790
O 4.256211 -3.775964 3.037274 1.2752 0.8039 -1.5816
O 3.884971 -2.145414 -3.511376 0.0849 -0.7524 1.4261
O -0.726269 -2.997714 2.748654 1.3771 0.3950 0.6511
O 2.013491 4.191156 -8.649006 1.5603 -0.0449 0.6201
O 1.199621 -5.177094 6.644324 1.3504 1.2326 -0.4464
O -6.132249 -7.436874 -3.884016 -1.2859 -2.4470 0.1369
O -4.131099 5.850016 -1.679326 1.5575 -0.0599 -1.3194
O -0.694089 0.103486 0.461494 0.7608 -0.3695 0.1605
O 3.823191 1.187876 5.658204 -0.5407 -2.6033 1.3307
O -2.947869 -3.051474 -2.520446 -0.1897 -1.1714 -1.8529
O 8.446131 2.509366 -0.446146 2.0740 -2.3663 -0.8581
O 5.081231 -0.579124 8.525654 -0.3941 -1.1816 -0.4863
N 1.421871 -0.916014 8.810334 -1.1992 -1.2155 -0.4774
N -5.261499 -4.781404 -2.896146 -0.6054 0.6415 -1.1116
N 3.963471 7.555996 1.377164 0.2427 -1.2224 -0.7519
N -1.510739 -4.843434 7.753904 0.6568 -0.5601 -1.1911
N -4.623229 2.084626 -8.195026 -0.6619 2.6810 0.1238
N -1.748549 -3.492454 2.005614 -3.4108 -1.6754 -2.2912
N 4.438191 -3.163104 -0.718826 0.5077 0.3417 -0.9467
N 0.538361 0.569006 -0.068056 -1.0120 1.0580 -2.7488
N -2.747789 5.419566 -4.055066 2.4076 0.7055 -1.1093
C -2.553519 -6.279224 9.680024 0.1304 1.8142 -0.9550
C -4.636289 6.257006 -2.975766 0.0346 2.4932 0.9254
C -4.755089 2.238216 6.240314 0.3400 -0.9231 1.5552
C -6.957359 3.170576 -9.393836 0.7871 -0.6309 -0.9625
C -3.571759 -2.027084 -1.808336 -0.7568 0.1356 0.1068
C -4.229309 -3.974254 1.790984 0.2991 -0.6486 0.4827
C -0.551309 1.137106 -2.343936 1.0342 -0.2408 0.9291
C -6.210449 3.972746 -8.383956 0.7853 1.1224 1.2460
C -2.586639 4.219816 3.239264 -0.0065 0.8757 -1.4392
C 7.549161 4.785856 -4.141666 -0.1142 0.5116 0.6125
C -2.642569 -5.480174 0.555834 1.0437 1.4612 0.9460
C -4.274129 4.053276 -6.749336 -0.2090 0.6402 0.2906
C -1.511869 -6.125534 11.877654 1.0469 0.7293 0.0213
C -5.299669 1.369386 1.474664 -2.3361 -0.4354 -0.7375
C 0.072501 -5.364104 -3.341966 -0.5343 0.7850 -0.1869
C -3.269949 -3.664754 4.132974 1.1474 0.4856 0.0520
C -2.796369 4.236436 1.663244 0.1546 -1.1692 1.7504
C -6.925959 -8.152134 -4.837906 -0.2265 0.8849 0.0726
C -0.500839 -1.631154 7.396354 -0.1757 0.0796 0.7212
C -5.932149 2.392956 -10.260956 -0.3872 -1.7411 0.9449
C 2.027141 0.788946 -2.036146 -0.3172 0.9916 -1.2929
C -5.006569 -6.752944 -4.330496 -0.9514 -0.0797 0.0279
C 0.052981 -5.422714 5.866344 -1.0980 -1.1123 1.8219
C -4.362479 4.484156 -1.443746 -2.3771 -0.2134 0.6459
C 1.649481 0.478346 0.861584 0.6271 -0.1301 0.2362
C 7.043481 3.699556 -5.087826 1.6999 0.9765 0.2753
C -3.871899 -5.465524 1.390144 -0.8256 2.7738 1.3658
C -3.831969 0.941646 -10.102956 -0.0208 0.1268 -1.1900
C -3.373649 -1.715224 2.545674 -0.5578 -0.0911 0.6978
C 1.745151 3.795126 -4.977056 -0.1461 0.0104 0.4964
C 4.619061 -3.386884 -3.193376 -1.5074 0.1291 -1.5459
C -1.378599 -4.812844 1.340644 -1.0070 -1.5276 0.0923
C 0.768781 3.774216 -9.056906 -2.3583 0.7842 -0.7516
C 4.036211 -3.998824 -1.873086 1.4499 1.1748 -0.0429
C 3.262381 0.521256 -1.233146 -1.3596 -1.1311 1.1875
C -0.325009 -6.588114 -4.129416 -1.7578 0.5052 -0.4140
C 0.101441 -0.492144 5.371384 -0.1859 -0.3584 1.0370
C 7.124521 4.796296 3.814084 0.1395 0.9218 1.2610
C 8.038971 -2.054624 -0.292456 -0.7623 0.0072 2.4256
C 0.890641 -2.002604 7.932544 -0.1021 1.4560 0.1239
C -0.554139 4.537016 -4.674216 -0.2587 -0.6493 1.1698
C 7.067601 -0.897364 -0.123316 1.3117 1.3200 -0.2554
C -5.890699 0.155826 -9.042296 -1.1278 -0.9797 1.2312
C 3.379901 3.424516 5.080094 0.6387 -0.0255 -1.3950
C 6.224321 2.844066 0.280474 0.3654 0.8103 1.3332
C -2.687869 -5.176854 8.492194 -0.5551 -0.7867 0.9300
C 7.560351 3.492406 -0.180996 -2.2093 0.6909 0.3836
C -4.523619 -6.026694 -3.100746 1.0612 1.1970 -0.9681
C -3.446499 6.635536 -3.843676 -1.4626 -0.4554 -0.1412
C 4.259351 -1.441024 -4.670416 1.5861 -0.1513 0.7912
C -1.036229 -5.944464 6.854634 0.6518 0.4345 0.6777
C 3.722591 -0.941634 8.089334 1.9447 -0.4837 -0.1741
C -0.927049 -5.847694 2.386584 0.6261 0.5850 0.1131
C -4.510109 0.971776 0.220424 0.0396 0.4769 1.4098
C 2.345431 -4.586454 5.890484 -1.8145 -1.8801 0.8555
C -3.478919 -3.266414 -3.883776 -1.1923 0.1602 0.5754
C 1.754691 6.844946 0.521934 -0.3502 -0.6895 -0.2264
C -6.242999 2.583936 -6.285106 0.6680 0.3552 -0.0243
C -5.089239 1.372636 -9.352916 -0.1110 1.0981 -1.0941
C 4.069371 -3.790354 0.520914 -1.4883 -0.8642 0.8894
C -0.350589 4.422996 -8.224276 -0.1038 -1.0507 0.7250
C 2.589751 7.969466 1.154264 -2.0505 -0.7528 0.5628
C -3.124009 -3.202754 2.620984 0.4687 -1.8941 -0.7376
C 0.565611 0.296746 -1.566976 3.0108 2.0834 -0.5158
C -1.419939 5.800556 -4.657636 -0.4342 -1.9101 0.5154
C -0.242059 -4.706914 0.271274 -0.6304 0.6924 0.4185
C 2.989201 0.922946 0.200244 0.7296 0.6961 0.0791
C 5.265781 -3.483214 4.004934 -1.3712 -1.1438 1.2981
C 4.111451 6.376526 2.310144 0.5596 0.5618 -0.7666
C 1.290391 1.422836 2.063754 0.2677 -0.2744 -2.2867
C -5.013539 -3.746504 -3.954166 1.4313 -0.0550 1.2419
C 5.746031 -1.496314 9.437874 -0.4541 0.6223 -0.2524
C 0.535591 -1.156434 -1.931106 -1.2792 -1.1059 1.3768
C -3.327389 1.757046 6.312654 0.6037 -0.6051 -0.2656
C 2.811951 -1.049244 9.212644 -2.0583 1.5696 1.5755
C 1.703461 5.511256 -1.546046 -1.2417 0.8639 1.2753
C -5.307069 3.162746 -7.437016 -1.1800 -1.6775 0.3922
C 5.604631 6.094086 2.567594 0.7508 1.7892 0.7677
C 4.382881 2.255496 5.040914 -0.4393 2.6791 -0.2747
C 1.852651 -0.957214 1.296344 0.5834 -0.5686 -0.7559
C 4.726981 -3.208344 1.762104 -0.8630 -0.8081 0.0397
H -5.514019 1.666586 5.706114 0.5030 -0.7823 -0.2509
H 0.505941 -7.140704 -4.567906 -0.0748 0.4526 -0.6171
H 7.386321 4.062856 -1.093356 -0.3257 0.4055 0.0256
H -1.561409 -5.218054 -4.820306 0.0255 -0.0166 -0.1300
H -5.377049 -6.094564 -5.116226 0.4050 0.6359 -0.1084
H -2.732129 2.349236 7.007694 -0.3054 0.1889 0.1899
H -7.425499 -7.416054 -5.467796 0.0512 0.0803 -0.4492
H 4.049391 -1.986254 -5.590606 -0.3236 0.1581 -0.1166
H 3.979581 -2.282134 -0.902256 0.0431 0.3864 0.6253
H -2.764939 -1.263724 3.329084 0.3269 0.5822 -0.5249
H 2.104161 1.859706 -2.224956 -0.8769 0.4356 0.0924
H -4.652619 -3.493904 0.908844 0.6616 0.6088 -0.2189
H 0.009681 -5.494644 2.817834 0.0327 0.0531 0.1921
H -6.524049 3.401206 -5.620896 0.0253 0.2349 -0.0050
H 0.615171 -1.448424 -2.978246 0.3119 0.3928 0.0471
H 0.751491 5.973316 -1.807476 -0.4740 -1.1177 -0.8543
H -3.378619 -2.386934 -4.519826 0.1522 0.4064 0.2348
H 5.274711 2.484296 5.624334 0.4497 0.6025 -0.6957
H -0.402059 -3.849244 -0.382106 -0.3169 -0.0289 -0.2418
H 6.423921 -3.004414 -0.995666 -0.5900 0.5390 0.4926
H -6.618809 0.333176 -8.250776 -0.3863 0.4131 -0.1354
H 0.912091 -1.468274 1.501894 0.3087 0.3248 0.7161
H 3.338261 -0.124874 7.478354 0.4164 -0.1027 -0.1532
H 1.236561 -1.671504 -1.274256 0.4714 -0.1791 -0.5690
H 2.126831 1.498026 2.758604 -0.4947 -0.2760 0.4452
H -4.653049 -2.120974 -1.908776 -0.3067 0.4144 -0.2807
H -3.477699 -5.807474 -3.315426 0.5130 0.0412 0.2229
H -5.130869 2.337756 7.258634 -0.1202 -0.4144 0.4003
H 8.017151 4.151936 0.556874 -0.5290 0.3740 0.3925
H 7.592731 3.863936 -6.014866 0.2266 -0.4870 -0.1476
H 1.315651 2.799506 -4.865906 -0.2654 -0.0553 0.2214
H 5.333871 -1.272854 -4.598156 0.4848 -0.2045 -0.4142
H -3.427209 -2.133974 -0.733266 0.6810 -0.1723 -0.0351
H -1.118759 -5.326054 12.505664 -0.4985 0.0056 0.4626
H 3.874151 0.609696 0.754164 -0.2607 -0.4019 0.7476
H -3.284069 0.100666 -9.677896 0.0547 0.2791 0.4995
H 2.592371 3.871266 -4.295496 -0.0718 0.0397 0.1639
H -4.813399 1.469556 -0.700636 -0.6770 -0.1589 0.0071
H -5.922559 2.236506 1.255084 0.4623 0.6210 0.3368
H 7.904351 4.648526 3.067004 -0.4710 -0.1594 -0.7181
H -5.376459 4.615166 -1.065876 -0.5507 -1.4525 0.2857
H -2.992419 7.489936 -3.341756 0.9784 -0.3081 0.7460
H 0.129001 -4.524554 -4.034826 1.1075 -0.0562 -0.4931
H -7.744429 -8.695114 -4.365286 0.2627 0.1674 0.6318
H -1.598069 6.184766 -5.661996 0.0078 0.0869 -0.0026
H 2.239821 -1.507364 0.438704 0.0863 -0.0732 -0.2524
H -0.996509 -2.488514 6.941004 0.2836 -0.1680 -0.4070
H 4.578001 2.071526 3.984414 0.4834 -0.2362 -0.0840
H -3.140469 -4.307534 8.969204 0.4089 0.2259 0.2535
H 3.164111 -4.552724 6.609324 -0.1716 0.5175 -0.0311
H -3.482259 4.424186 -7.400066 0.2397 -0.5798 -0.1774
H 1.213541 -0.013084 8.408574 0.1270 0.0740 -0.1362
H -1.441619 0.508406 -2.356986 -0.3347 0.6378 0.1298
H -5.668309 3.679746 5.566704 0.0571 0.7993 -0.2763
H 6.041561 6.981306 3.025894 -0.1827 0.4887 0.5957
H -0.274019 -5.624034 -0.316916 0.0594 0.0648 -0.0596
H -7.187059 2.128586 -6.584286 0.1604 -0.1084 -0.4582
H 5.524781 3.896986 -6.267276 -0.0610 -0.0663 0.0761
H 4.486801 -4.953974 -1.603336 -0.2291 -0.3405 -0.8393
H 5.533591 -1.190534 10.462314 0.0596 0.0314 0.0948
H 2.122351 8.272736 2.091104 -0.1051 -0.0932 0.1938
H -0.930279 6.555836 -4.042896 0.1975 0.1391 -0.0576
H -3.413939 -6.947294 9.718194 -0.6066 0.5168 0.6219
H 5.485621 -2.552164 9.363944 -0.4851 -0.0106 -0.4592
H -4.951629 -4.396994 -2.015066 -0.0720 0.2084 0.0628
H 8.307471 -2.447334 0.688254 -0.0962 -0.0670 0.6409
H 2.878961 -1.901904 9.888344 0.4126 -0.1215 -0.1624
H -1.175779 3.721306 -8.102686 -0.3252 -0.0201 -0.4029
H -5.058159 -3.932944 2.497654 -0.3026 -0.4457 -0.0499
H -0.296599 -1.295874 4.751974 0.2288 -0.1655 -0.2192
H 2.971851 -0.122294 9.763374 0.2597 -0.1659 0.7455
H -3.006799 1.413526 -7.828716 0.6127 -0.3236 0.5445
H -4.785839 1.437676 2.433524 0.5320 0.1897 -0.4761
H -6.436239 -8.894734 -5.467846 0.6828 0.1704 0.0520
H -0.768799 3.978446 -3.763166 -0.1467 0.1964 0.8555
H 4.491951 -3.987734 -4.093886 -1.1493 -0.9726 0.1315
H 2.337501 0.369786 -2.993266 -0.9990 -0.2508 -0.5045
H -4.571359 -0.109344 0.095824 0.5188 0.0659 -0.1746
H 0.232831 -6.239854 5.167744 0.1285 0.2192 -0.5282
H -1.768389 -6.999364 9.449624 0.6996 0.3825 0.2156
H 3.908901 -0.409914 -4.624736 -0.8361 -0.3176 -0.1409
H 5.479231 2.670406 -0.495926 0.2222 0.0836 0.0260
H -5.741369 -2.935384 -3.933036 0.1979 0.3547 1.1226
H -3.896699 3.652566 -5.808536 0.3321 -0.3497 -0.3641
H 4.385671 -2.174164 1.807714 1.1185 0.3964 -0.1406
H -0.633749 2.149146 -1.947586 -0.6557 -0.2792 1.2621
H 9.159781 2.876496 -0.972956 0.1770 -0.1810 0.0028
H -3.586839 5.085266 4.579804 -0.3975 0.2495 0.2883
H -0.728109 -4.582484 8.336564 0.0772 0.0066 0.1447
H 0.283751 1.131906 2.363974 0.4065 -0.0632 0.9080
H 3.598451 3.961246 4.156914 0.0758 0.7418 0.2887
H -2.529439 -3.213224 4.793174 0.6393 0.3945 -0.4047
H -0.700159 -6.759114 7.496124 0.9575 -0.1521 -0.0208
H -4.236309 -7.355364 -4.812046 0.1346 -0.4901 0.2829
H -1.216439 0.907326 0.512414 -0.5795 -0.0712 0.0347
H -4.711429 -5.847144 0.809054 -0.1076 -0.4124 0.4398
H -0.280379 -2.537794 2.033634 0.5944 0.5880 0.5526
H 1.806461 5.933666 1.117734 0.3285 -0.3545 -0.0363
H -6.438149 -0.251384 -9.892346 0.2666 -0.1004 -0.0880
H -4.713299 4.990916 -6.408666 -0.6229 0.0668 -0.0263
H -3.179749 0.720756 6.616634 -0.3115 -0.0354 0.0189
H -5.302709 2.959066 -10.947556 0.1335 0.5054 0.5330
H 2.374191 3.055876 4.878204 -0.1054 -0.2182 0.5880
H -0.688849 -6.807764 1.928754 -0.2791 -0.1039 -0.0237
H -0.573289 -6.526024 11.494544 -0.0420 -0.4443 -0.5827
H -3.595539 7.104476 -4.816296 -1.0769 -0.2748 -0.2797
H -4.157469 -3.315414 4.660594 -0.5945 -0.2779 -0.6496
H -5.413949 5.600686 -3.366396 0.3355 -0.2207 -0.1093
H 1.176341 2.372736 1.541464 0.0248 0.3973 0.3294
H -2.533479 -6.534534 0.301834 1.0512 0.1211 -0.3006
H -2.142009 3.496966 1.201594 0.1239 0.0820 -0.1002
H 0.029561 0.451556 4.830684 -0.3024 0.0685 0.3285
H 2.682031 -1.026554 2.000204 -0.6450 -0.1707 0.7244
H -3.078639 -4.718344 4.336564 -0.5094 -0.2223 -0.4411
H 3.744491 5.440826 1.888354 -0.5906 -0.0092 -0.0070
H -0.793609 -4.951734 -2.824366 -0.0903 -0.6114 0.9695
H -3.220469 1.830106 -10.260456 0.3731 -0.1090 0.1805
H -5.263359 -4.027904 -4.977156 0.6031 -0.9748 0.0073
H 1.558181 4.637926 -0.910206 -0.1965 -0.0274 0.3851
H -0.890249 -7.327094 -3.561506 0.1982 0.0379 0.4485
H -6.849629 4.522686 -7.693216 -0.4211 0.0205 -0.1123
H 3.654491 -1.886914 7.550904 0.7889 -0.0337 -0.5705
H 4.288711 -4.852344 0.410634 0.3473 -0.1015 0.2403
H -2.805219 -4.869924 -0.332566 -0.0268 -0.1389 -0.3424
H -4.400149 -1.526724 2.860104 -0.2603 -0.0831 0.1363
H 2.997081 -3.781584 0.716384 -0.5377 0.1038 -0.1905
H 2.369221 8.784186 0.464554 1.2323 0.4529 -0.0159
H 0.648191 4.079856 -10.096206 -0.2511 -0.3971 -0.3650
H 7.524571 0.025976 0.232674 0.5843 0.0637 -0.2945
H 3.152321 2.000536 0.183164 -0.7469 0.4332 0.3155
H -0.781319 5.374386 -8.536406 0.4463 0.0736 -0.0929
H 6.320061 1.966296 0.919574 0.7607 -0.7085 -0.7577
H -2.882329 3.344716 3.817934 -0.3334 -0.6560 -0.9418
H -5.570109 4.761746 -8.778336 -0.0152 -0.0577 -0.7630
H 6.280541 -0.983704 0.625814 -0.3294 -0.9179 -0.4909
H 0.032111 4.445776 -7.203916 0.0831 0.6332 0.0140
H -3.845309 3.956156 1.567024 -0.0555 -0.1134 -0.2850
H 7.440141 5.668566 4.386474 0.2099 0.4558 -0.0202
H 0.607081 2.698666 -8.985246 0.7586 -0.0389 0.0498
H -5.050599 7.238526 -2.745386 -0.8633 -0.0967 -0.0163
H 0.685701 7.057886 0.526394 -0.2446 0.4976 -0.2481
H -7.628459 3.724106 -10.050596 0.1535 0.4183 0.1288
H 6.821651 -1.458044 9.265634 -0.0686 0.3512 -0.1070
H 6.329651 6.011516 1.757884 -0.7956 -0.3780 -1.2012
H 0.725211 -2.878154 8.560354 0.2957 -0.2426 -0.1902
H -1.083109 -1.437314 8.297174 -0.2057 0.2238 0.0353
H -1.986239 -6.905024 12.473864 -0.4724 0.0972 -0.1123
H 4.022621 7.064706 0.496694 1.4379 0.2320 -0.7910
H -3.812449 3.964616 -0.659106 0.6478 0.8220 -0.1620
H 4.096011 1.111706 -1.613336 0.0819 -0.3327 -0.1383
H -0.873899 3.743506 -5.349646 0.2221 0.4945 -1.1365
H -2.684749 5.182306 1.133164 0.3005 0.2133 0.6525
H -2.797239 1.866806 5.366604 -0.2480 -0.0934 -0.2603
H 2.058361 5.129066 -8.848776 0.2231 0.0914 0.1075
H 2.036931 -3.648684 5.428394 0.3270 0.0471 0.0385
H -4.525249 -6.605774 -2.177286 -0.3760 -0.2828 -0.2893
H -3.311119 -1.291604 1.543304 0.6806 -0.0296 0.1638
H 6.758631 -0.708764 -1.151456 -0.8160 0.3331 0.1971
H -5.292429 -0.611244 -8.550596 0.3335 -0.1638 -0.4520
H 7.574111 5.764056 -4.621876 -0.0044 -0.0545 -0.2528
H -1.556829 4.358896 3.568254 0.3943 0.4178 -0.4115
H 0.776431 -4.579884 0.638204 -0.0463 -0.1462 0.5338
H 3.550951 6.646776 3.205074 0.3492 -0.4090 0.3443
H 4.524981 0.882876 6.237914 -0.3739 -0.7183 0.2118
H -6.501799 1.735766 -10.917986 -0.0431 -0.0688 -0.1781
H 2.946741 -4.031814 -1.865526 -0.1424 -0.3897 -0.6184
H 2.608461 -5.350424 5.158874 0.1599 0.3243 -0.4589
H 1.148311 -0.638514 5.637334 0.2255 -0.1562 -0.4669
H -3.232169 2.359576 0.559304 -0.0222 -0.0190 0.1069
H -1.633389 -5.947304 3.210764 -0.0862 -0.2120 -0.1446
H 2.185261 3.820806 -5.973916 -0.4423 0.5470 -0.3200
H -0.364849 1.537326 -3.340516 0.7680 -1.3068 -0.6668
H 3.444231 -0.548864 -1.332496 0.5634 0.0008 0.1095
H -5.698689 1.881126 -5.654336 0.0898 -0.1604 -0.1689
H 9.047101 -1.856384 -0.656436 -0.3757 0.4704 -1.0419
H 6.901781 4.935796 -3.277656 -0.3245 -0.3082 -0.0186
H 5.765081 -3.484914 1.577844 0.4746 0.9844 0.6622
H -0.408209 -1.554594 -1.558536 -0.4164 -0.1710 -0.1969
H 5.694811 -3.360164 -3.366966 0.5322 1.0765 1.4942
H -0.401159 -4.533634 5.428864 0.4166 0.1965 -0.4942
H -1.787739 -6.511064 6.304814 -0.7915 0.9460 -0.2684
H 2.262591 5.119636 -2.395816 0.3704 1.0267 0.0053
H -4.057499 0.578136 -11.105496 -0.3722 0.0208 -0.1636
H -2.864689 -4.033564 -4.355276 0.0075 0.0345 0.4411
H 5.445211 -2.444144 4.281044 0.2674 0.4041 -1.0493
H -3.216439 -1.049964 -2.135566 -0.1458 0.2135 0.0183
H -7.605849 2.458276 -8.883746 0.0496 -0.2187 0.0347
H 3.448981 4.082976 5.945984 -0.1566 -0.2094 -0.0353
H -4.413189 3.826536 -2.311536 0.3246 0.2359 -0.3437
H 0.961211 -5.405754 -2.712236 -0.1898 -0.1195 -0.0228
H 8.536221 4.627056 -3.707396 0.1800 -0.3571 -0.3240
H 1.577711 -2.204984 7.110914 0.0022 -0.4242 -0.0211
H 7.273831 2.714186 -4.682756 -0.1745 -0.1965 -0.0680
H -3.714959 -5.917154 2.369684 -0.1866 -0.8714 -0.3166
H -6.100539 0.651846 1.653074 -0.0202 -0.4634 0.0399
H 6.151111 -4.097714 3.841644 0.2770 0.4172 -0.1648
H 7.218171 4.009336 4.562424 -0.5582 -0.4018 -0.3776
H -3.385129 -5.349434 7.672354 -0.5415 -1.0428 0.4226
H -2.617519 4.980246 -3.154996 0.4776 -0.0499 0.1082
H 5.819801 3.423286 1.110514 -0.5873 0.9614 -0.4882
H 4.816621 -3.820784 4.938954 0.0884 -0.4434 0.1545
```
Forces are in eV/Å.

Largest force on an atom   4.4 eV Å⁻¹
Charge   0
E_HOMO   -7.84 eV
Electronic energy   -149782.876 eV
LUMO   0.28 eV

Atomic partial charges in e from the Mulliken method, atoms 1 to 99:
1 O -0.4212
2 O -0.0106
3 O 0.1749
4 O -0.3034
5 O -0.4560
6 O -0.6256
7 O -0.6045
8 O -0.3407
9 O -0.6484
10 O -0.3044
11 O -0.4260
12 O -0.4681
13 O -0.3785
14 O -0.0709
15 O 1.5604
16 O -0.5032
17 O -0.5341
18 O -0.3165
19 O -0.3420
20 O 1.7273
21 O -0.2064
22 O 0.2997
23 O -0.4883
24 O -0.4769
25 N -0.3181
26 N -0.3254
27 N -0.4595
28 N 0.2901
29 N 0.6946
30 N 0.4496
31 N 0.6642
32 N -0.4681
33 N 0.4275
34 C -0.5050
35 C -0.7254
36 C -0.3435
37 C -0.7969
38 C -0.7779
39 C -1.5974
40 C -0.9971
41 C -1.1157
42 C 0.2792
43 C -1.0286
44 C -0.7535
45 C -2.4373
46 C -0.8206
47 C -1.4276
48 C -0.9633
49 C -2.1080
50 C -0.5805
51 C -0.8201
52 C -0.6093
53 C -1.1136
54 C -2.0543
55 C -0.8105
56 C 0.3574
57 C -0.6621
58 C 3.5726
59 C -0.1745
60 C -1.0480
61 C -2.1473
62 C -2.1403
63 C -0.5779
64 C -1.0028
65 C 1.8173
66 C -0.6086
67 C -0.8876
68 C 1.1679
69 C -0.3486
70 C 0.0207
71 C -0.8500
72 C -0.7264
73 C 0.1713
74 C 0.8487
75 C -0.4015
76 C -1.8033
77 C -0.8116
78 C -0.2584
79 C -0.9998
80 C 0.1049
81 C 0.4185
82 C -0.8910
83 C -0.9074
84 C -1.6471
85 C 0.4784
86 C -1.5658
87 C 0.1700
88 C -0.8830
89 C 0.0115
90 C -0.2402
91 C -1.7812
92 C 1.5011
93 C -0.0049
94 C 0.0873
95 C -0.9241
96 C 2.5318
97 C 2.7413
98 C -1.2489
99 C -1.9811